ORCA calculation (ωB97M-V with the def2-TZVPD basis set) on C26H19AgN7O6S2 as an isolated structure.

Results
Relative energy (zero: lowest compared OMol25 entry of this formula, charge and spin) (kJ/mol): 0.0
Max |F| (eV/Å): 0.61
LUMO level (eV): 1.82
Electronic energy (hartree): -2780.4859
HOMO (eV): -5.34
Total charge: -1
Frontier orbital gap (eV): 7.16

CARTESIAN COORDINATES (ANGSTROEM)
1 Ag 0.659748 0.716744 -2.184097
2 C -1.390255 5.107605 -2.383808
3 C -0.726582 3.898376 -2.638637
4 N -0.775799 2.862721 -1.833805
5 C -1.512042 2.950645 -0.711120
6 C -2.208949 4.119416 -0.360674
7 C -2.128281 5.215005 -1.235578
8 C -2.974620 4.166964 0.853242
9 C -3.044107 3.095501 1.666475
10 C -2.357958 1.877580 1.339878
11 C -2.424584 0.735838 2.156772
12 C -1.751876 -0.397236 1.788388
13 C -1.010951 -0.379782 0.595554
14 N -0.940468 0.671712 -0.186181
15 C -1.594643 1.791114 0.165307
16 H -1.312175 5.926336 -3.086001
17 H -0.134785 3.776388 -3.539593
18 H -2.656451 6.129811 -0.992513
19 H -3.496883 5.084616 1.096928
20 H -3.623465 3.130826 2.581690
21 H -3.010140 0.768863 3.068682
22 H -1.774375 -1.293098 2.391877
23 H -0.454500 -1.254724 0.275640
24 O -2.157169 -4.239275 -4.446421
25 C -1.104537 -4.614239 -3.755987
26 O -0.789629 -5.781510 -3.625461
27 C -0.236988 -3.537213 -3.203641
28 C 0.906952 -3.797318 -2.474480
29 N 1.426322 -2.616195 -2.116414
30 N 0.696662 -1.595440 -2.570747
31 C -0.315648 -2.120569 -3.240914
32 C -1.314429 -1.179171 -3.889611
33 O -2.275818 -1.727475 -4.491107
34 O -1.102669 0.040881 -3.783037
35 H -2.248609 -3.203279 -4.462294
36 H 1.360147 -4.735632 -2.203868
37 H 2.245951 -2.429472 -1.543008
38 N -0.622648 -2.434480 4.950332
39 C 0.330980 -2.249120 3.942420
40 C 1.321863 -1.277994 4.077963
41 C 2.291545 -1.122828 3.102010
42 C 2.277375 -1.929864 1.972537
43 C 1.294215 -2.899174 1.830370
44 C 0.329372 -3.061884 2.809508
45 S 3.488895 -1.702295 0.694608
46 O 3.507763 -2.953200 -0.036462
47 O 4.697763 -1.275094 1.365375
48 N 2.885889 -0.623484 -0.286210
49 C 2.979180 0.697727 -0.072740
50 S 3.981900 1.508154 1.131275
51 C 3.368513 3.036504 0.602059
52 C 2.502192 2.854781 -0.414411
53 N 2.283931 1.555692 -0.796518
54 H -0.812770 -1.615231 5.505160
55 H -1.469185 -2.892361 4.651528
56 H 1.336596 -0.648670 4.960868
57 H 3.070258 -0.379754 3.214882
58 H 1.294408 -3.530633 0.951887
59 H -0.431284 -3.826518 2.696262
60 H 3.676350 3.962872 1.057150
61 H 1.970503 3.641538 -0.931286

Forces on atoms 1 to 6 (eV/Å):
Ag -0.008 -0.085 0.027
C 0.001 0.000 0.000
C 0.000 0.003 -0.005
N -0.035 0.000 0.001
C 0.001 -0.008 0.003
C -0.002 -0.001 0.006